[1]
Formula: C32H27F3IrN2O5S4
Source: the OMol25 dataset
Level of theory: ωB97M-V/def2-TZVPD

Output
Strongest force on any atom, Eh/bohr: 0.0203
Energy above the lowest of the compared OMol25 structures with the same formula, charge and spin, kJ/mol: 106.4
Molecular weight, g/mol: 897.06
HOMO-LUMO gap, hartree: 0.2312

Structure (ORCA input):
```
! wB97M-V def2-TZVPD RIJCOSX def2/J DEFGRID3
* xyz -1 1
Ir 0.19509 0.09091 0.38100
S -1.44216 -1.53942 1.82047
S 1.38765 1.86606 -0.38589
S 1.82343 -0.28100 1.93027
S 1.62632 -2.71563 -0.48965
F -2.23726 2.33478 3.77874
F -3.83846 2.73213 2.38215
F -1.99549 3.86008 2.26040
O 1.12363 -3.04724 0.81983
O 1.49369 -3.72653 -1.51113
O -2.62462 1.09015 0.66714
O -2.10893 -0.83365 2.93353
O -0.67090 1.43048 1.70341
N 0.95500 -1.32254 -0.96860
N -0.81900 0.56825 -1.63574
C -4.66495 -2.40231 -1.31039
C -5.00008 -1.95647 -0.03478
C 5.40710 -1.36579 -0.97493
C -4.02463 -1.71734 0.92006
C -2.69874 -1.94196 0.59819
C 2.37775 2.25975 1.02020
C 7.51332 -1.53534 0.39507
C -0.43835 0.27364 -4.00644
C 0.79781 -1.07172 -2.33524
C 4.06178 -1.62383 -1.18610
C -1.39100 1.28381 -4.25764
C -5.72906 -2.61017 -2.35367
C -2.50614 2.63615 2.50638
C -3.32204 -2.61760 -1.60708
C 3.99894 -2.89468 0.85158
C 3.33917 1.65961 3.15071
C 2.53673 1.32790 2.06205
C -0.18097 -0.07282 -2.66170
C -1.91833 1.60549 1.51936
C -2.33476 -2.38411 -0.66203
C 3.01055 3.49627 1.09886
C 1.17557 -1.32877 -4.72815
C 3.36077 -2.38957 -0.27036
C 5.34422 -2.63610 1.04708
C -1.67495 1.52359 -1.90524
C 3.97689 2.88934 3.21283
C -2.00379 1.90978 -3.21777
C 6.06768 -1.86419 0.14274
C 1.44618 -1.67824 -3.39371
C -1.16451 -3.22037 2.38404
C 3.81175 3.80975 2.18639
C 0.25638 -0.37556 -5.05073
H 7.98979 -1.14310 -0.50320
H -0.35733 -3.19582 3.11299
H -0.89312 -3.85014 1.54424
H 5.83437 -3.01864 1.93557
H 3.56069 -1.18581 -2.03912
H -2.10621 -3.51598 2.84561
H -2.13176 2.00417 -1.05872
H -6.04068 -1.77065 0.20821
H -1.29284 -2.54107 -0.91620
H -1.60576 1.55711 -5.28460
H 2.86935 4.21545 0.30012
H -2.73184 2.69374 -3.37229
H 3.42952 -3.45768 1.57766
H 7.60976 -0.78000 1.17798
H 3.45784 0.93910 3.95170
H 5.94816 -0.74977 -1.68373
H -6.60374 -3.11056 -1.93540
H 0.06466 -0.09320 -6.07833
H -4.27062 -1.32679 1.89944
H -5.35705 -3.21261 -3.18232
H 4.29437 4.77842 2.23767
H 1.72839 -1.83717 -5.50882
H -3.03789 -2.95888 -2.59614
H 4.58910 3.13565 4.07227
H 2.16050 -2.46534 -3.22049
H -6.06445 -1.65468 -2.76350
H 8.07046 -2.41556 0.71999
*
```

[2]
Formula: C32H27IrN3O8S2
Source: the OMol25 dataset
Level of theory: ωB97M-V/def2-TZVPD

Output
Strongest force on any atom, Eh/bohr: 0.0019
Energy above the lowest of the compared OMol25 structures with the same formula, charge and spin, kJ/mol: 29.9
Molecular weight, g/mol: 837.93
HOMO-LUMO gap, hartree: 0.2391

Structure (ORCA input):
```
! wB97M-V def2-TZVPD RIJCOSX def2/J DEFGRID3
* xyz -1 1
Ir 0.18539 0.21806 -0.61892
S -2.41982 3.21620 -3.36749
S -1.49442 0.61622 -2.14550
O -0.18394 -1.73194 -0.86516
O 6.66023 -4.07744 4.39136
O -2.63074 -5.73946 -0.72717
O -1.13860 0.33732 0.93751
O 1.47165 -0.02999 -2.15092
O 7.63620 -3.25930 2.66114
O 0.63714 -1.54727 2.23466
O 1.75970 -0.45172 0.60962
N -0.58234 3.03431 -1.50114
N 6.65157 -3.44735 3.35004
N 0.03634 2.38663 -0.44690
C 3.55724 3.32107 -3.36159
C 3.57245 2.15760 -4.12844
C -2.02264 -1.87722 0.71509
C 4.13447 -1.62355 1.29952
C 4.24182 -3.08340 3.67210
C 3.04275 -2.54617 3.23826
C 2.98435 -1.81210 2.05870
C 1.64811 -1.23497 1.61517
C 2.11434 2.21709 -1.78151
C 2.10624 2.27898 0.78099
C -3.03386 -2.74303 1.19662
C -1.79703 -6.25724 -1.74620
C 5.34221 -2.15980 1.71463
C -3.60453 2.88096 -0.04772
C 5.37171 -2.87763 2.89791
C -4.67003 4.78675 -1.03753
C -3.65504 3.50009 1.19205
C -1.36907 2.34866 -2.22526
C 2.87240 1.03139 -3.73887
C -2.66531 -0.24744 2.57097
C -4.10975 3.52075 -1.17701
C -4.00757 2.87414 -2.52851
C -2.37704 -4.47426 -0.30213
C 2.82742 3.33732 -2.18259
C -3.23278 -4.00163 0.71505
C -4.73016 5.40318 0.20319
C 2.12431 1.04143 -2.55044
C -4.21993 4.76069 1.32312
C -1.37568 -3.68363 -0.79901
C -1.16784 -2.36430 -0.31524
C 1.34344 2.15253 -0.50864
C -1.87460 -0.58611 1.33324
H 2.12770 -2.68508 3.79750
H -0.70191 -4.00935 -1.57695
H -5.16995 6.38877 0.29493
H -2.50258 -0.99561 3.34584
H 6.24833 -2.03203 1.14193
H -3.14667 1.90324 -0.14717
H 4.14055 2.13336 -5.05160
H 2.79865 4.23310 -1.57187
H -3.23655 2.99700 2.05485
H 2.96346 1.61305 0.80887
H -3.73322 -0.20051 2.35044
H -5.05407 5.29730 -1.91396
H -0.75444 -6.29740 -1.42171
H 2.87944 0.12706 -4.33389
H -4.13431 1.79439 -2.46368
H 2.46085 3.31414 0.83686
H -2.32987 0.72354 2.92523
H -1.86540 -5.65671 -2.65652
H -3.68776 -2.39126 1.98225
H 4.10263 4.19915 -3.68171
H 4.31545 -3.65336 4.58593
H -2.15467 -7.26382 -1.94711
H -4.25635 5.24378 2.29163
H 1.45306 2.08652 1.63010
H -4.76390 3.26988 -3.20745
H 4.05911 -1.05878 0.38052
H -4.01636 -4.64476 1.08966
*
```

[3]
Formula: C32H27N5O10PS4Ti
Source: the OMol25 dataset
Level of theory: ωB97M-V/def2-TZVPD

Output
Strongest force on any atom, Eh/bohr: 0.0213
Energy above the lowest of the compared OMol25 structures with the same formula, charge and spin, kJ/mol: 75.9
Molecular weight, g/mol: 848.70
HOMO-LUMO gap (alpha / beta), hartree: 0.2867 / 0.2917

Structure (ORCA input):
```
! wB97M-V def2-TZVPD RIJCOSX def2/J DEFGRID3
* xyz 0 2
Ti -0.24101 0.67094 0.86329
S -2.94235 1.44232 1.22951
S -3.70323 3.34453 3.40028
S -1.60220 -1.33836 -0.29982
S -0.08546 1.66374 3.32958
P 1.27587 -2.69233 0.72086
O -0.56048 -0.46230 -0.91634
O 5.88381 4.89701 0.24737
O 0.15462 2.43839 0.14947
O -0.95319 4.58203 -0.94298
O 4.83595 6.44192 -0.83068
O 0.33452 5.81788 -2.11127
O -1.38598 -1.11199 1.16877
O -2.93561 -1.12178 -0.75483
O 3.53471 1.14467 2.11598
O 1.65457 0.47133 1.17763
N 0.14655 4.97439 -1.26931
N -0.07716 -0.65541 4.76182
N -1.88593 3.84008 1.69184
N 1.87945 -0.13333 4.02060
N 4.88580 5.37414 -0.25417
C 2.73982 -2.81217 -0.35314
C 3.94909 -2.37416 0.19315
C 1.25721 3.11955 0.04949
C -1.70927 4.95608 2.60156
C 2.81060 -5.69164 3.15317
C -2.96284 5.00466 3.48440
C -0.00018 -3.62671 -0.22490
C 1.78934 -5.83022 4.07908
C 2.02316 -1.30004 4.73078
C -2.75524 2.90227 2.01389
C -1.52388 -0.66406 4.91798
C 1.33707 4.35849 -0.63898
C 1.57790 -3.95635 2.01622
C -0.75464 -5.68914 -1.25355
C -2.14335 -3.73831 -1.36818
C 3.64246 4.59549 -0.15511
C 3.63545 3.40406 0.54932
C 5.05839 -2.72412 -1.90852
C 0.79951 -1.62673 5.20067
C -1.18981 -3.02910 -0.64752
C 0.65518 -5.03375 3.97377
C 0.18900 -4.96982 -0.53631
C 2.47467 2.65996 0.63500
C 2.70275 -4.76561 2.12247
C 3.85640 -3.12320 -2.46937
C 0.55836 -4.09802 2.95917
C 2.58389 1.35591 1.37220
C 5.10113 -2.34350 -0.57293
C 0.59246 0.25697 4.03555
C -1.92028 -5.07244 -1.67433
C 2.70200 -3.16503 -1.69782
C 2.50752 5.08080 -0.76502
H -0.57662 -6.73177 -1.48263
H -1.80220 -1.59315 5.40852
H 6.02984 -2.00713 -0.13056
H 3.69187 -6.31677 3.21974
H 5.95705 -2.69490 -2.51061
H -1.99441 -0.59908 3.93746
H 2.96827 -1.80252 4.82569
H 1.87213 -6.55782 4.87594
H 3.50166 -4.68114 1.39655
H -0.32826 -3.47516 2.88163
H -2.66231 -5.62758 -2.23213
H 0.47242 -2.45275 5.80400
H 3.81012 -3.40186 -3.51429
H 2.52241 6.00838 -1.31460
H -3.04978 -3.24030 -1.67772
H -0.15398 -5.14426 4.68544
H -1.58520 5.87544 2.03021
H -3.68193 5.74359 3.13766
H 2.59065 0.32425 3.43607
H -2.70112 5.21550 4.51782
H 1.09618 -5.46104 -0.20488
H -1.33086 3.72208 0.85371
H 3.98650 -2.03705 1.22371
H -1.84092 0.18735 5.51717
H -0.81353 4.79736 3.20891
H 4.52981 3.03757 1.03072
H 1.76950 -3.46814 -2.15602
*
```

[4]
Formula: C32H27P2S2W
Source: the OMol25 dataset
Level of theory: ωB97M-V/def2-TZVPD

Output
Strongest force on any atom, Eh/bohr: 0.0540
Energy above the lowest of the compared OMol25 structures with the same formula, charge and spin, kJ/mol: 70.3
Molecular weight, g/mol: 721.49
HOMO-LUMO gap (alpha / beta), hartree: 0.2085 / 0.1970

Structure (ORCA input):
```
! wB97M-V def2-TZVPD RIJCOSX def2/J DEFGRID3
* xyz 3 1
W -1.29384 -1.34841 -1.75351
S -1.88558 1.00233 -2.26855
S 0.91324 -2.48268 -1.73427
P 1.32960 -1.10707 -0.22987
P -0.75119 1.49570 -0.57183
C 0.24256 -2.79154 3.87473
C -2.47303 -1.56524 -3.97380
C 3.02002 -0.56087 -0.26665
C 1.32618 -1.94101 3.73559
C -0.49180 -3.19023 2.75936
C 1.68179 -1.46397 2.48053
C 3.98271 -1.57435 -0.22311
C -2.40982 -3.64678 -2.05657
C -0.15060 -2.70992 1.51045
C 1.49685 5.39486 -1.09152
C 5.31860 -1.21968 -0.18828
C -3.17962 -2.46048 -1.79326
C -1.51903 -3.62680 -3.11123
C 4.71716 1.12175 -0.23348
C -3.31102 1.45925 3.19810
C 3.37355 0.78765 -0.27119
C -3.94827 1.44100 1.96366
C -1.92587 1.53810 3.27525
C 0.17893 2.99513 -0.75350
C 0.49637 5.28912 -0.13276
C 0.92900 -1.84287 1.37187
C -1.17027 1.57463 2.11572
C -3.34150 -1.52062 -2.87728
C 1.17830 3.09876 -1.72918
C -3.20454 1.47577 0.79395
C 1.83308 4.30369 -1.88926
C -0.17107 4.08992 0.04628
C -3.15865 -1.90906 -0.48078
C -0.08618 -0.14759 -0.69560
C -1.40945 -2.48106 -3.95992
C 5.68202 0.12348 -0.19224
C -1.81479 1.52721 0.87619
H -3.70211 1.52359 -0.16672
H 1.42653 2.25349 -2.36177
H -0.68079 -2.48878 -4.75975
H -2.52299 -4.52043 -1.42510
H -1.43831 1.59224 4.23942
H -2.59263 -0.87164 -4.79769
H 2.60161 4.40275 -2.64420
H -0.95640 4.00895 0.78550
H -3.80250 -1.05822 -0.28239
H -1.30376 -3.89657 2.87508
H -3.08084 -2.59082 0.35913
H -3.89952 1.43202 4.10555
H -0.08862 1.64526 2.16731
H -0.67809 -3.04647 0.62400
H 3.69045 -2.61914 -0.21983
H -0.02929 -3.16388 4.85351
H -0.88113 -4.48168 -3.30604
H -4.15842 -0.80971 -2.84395
H 5.01269 2.16221 -0.23432
H 2.53984 -0.81394 2.35888
H -5.02931 1.42530 1.91630
H 0.22913 6.14377 0.47364
H 2.61241 1.55723 -0.29804
H 2.01322 6.33614 -1.22469
H 1.90906 -1.65255 4.59995
H 6.72933 0.39309 -0.16276
H 6.07659 -1.99034 -0.15506
*
```

[5]
Formula: C32H28BBrF4N3PRu
Source: the OMol25 dataset
Level of theory: ωB97M-V/def2-TZVPD

Output
Strongest force on any atom, Eh/bohr: 0.0864
Energy above the lowest of the compared OMol25 structures with the same formula, charge and spin, kJ/mol: 0.0
Molecular weight, g/mol: 753.35
HOMO-LUMO gap (alpha / beta), hartree: 0.2789 / 0.2358

Structure (ORCA input):
```
! wB97M-V def2-TZVPD RIJCOSX def2/J DEFGRID3
* xyz 1 6
Ru -0.78677 -0.80065 -0.72265
Br -2.56411 5.31130 2.21752
P 1.83329 0.16630 -0.55980
F -1.35199 -1.13063 -2.70574
F -1.38110 1.13768 -3.25973
F -2.02839 -0.37516 -4.86145
F -3.34402 -0.13749 -2.96833
N -2.83366 -1.31096 0.30586
N -1.32349 1.42060 0.14897
N -3.99943 -0.83220 -0.28063
C 1.75663 -2.42271 0.25233
C 1.87497 1.48923 0.71769
C -4.96032 -0.50794 0.58063
C 3.93407 1.33727 -2.09244
C 4.62867 1.58849 -3.24150
C 1.34279 2.09767 2.98801
C 3.26426 0.01849 -4.39418
C 4.28235 0.98256 -4.40901
C -2.01810 3.72712 0.00142
C 2.83440 0.49293 -2.04219
C -1.56472 1.45843 1.46887
C -2.19737 3.72730 1.35520
C 1.81859 2.80113 0.28558
C -2.20573 -1.85115 2.64314
C -6.23085 0.10069 0.16612
C 3.68387 -3.75265 0.98221
C 0.36336 -2.37363 0.00117
C 1.51984 3.81272 1.21663
C -1.51335 2.52278 -0.60034
C 4.46585 -2.64500 0.90737
C 1.48143 -4.84354 0.78555
C -0.43366 -3.48439 0.18045
C 0.13900 -4.72800 0.56117
C -4.47906 -0.88920 1.83224
C -3.16819 -1.34484 1.62451
C -1.94743 2.58049 2.12077
C 1.65980 1.13820 2.05201
C 1.26910 3.43928 2.55625
C 2.43305 -0.16799 -3.23037
C 3.92615 -1.37166 0.57685
C 2.61131 -1.29577 0.10849
C 2.32197 -3.68910 0.63061
B -2.08098 -0.07621 -3.52870
H 4.15350 1.89118 -1.16497
H 5.54269 -2.65359 1.11886
H -1.09288 -1.68879 2.50303
H 1.92436 -5.75318 1.18589
H 1.76562 0.12729 2.37564
H 1.08972 1.80280 3.99018
H 5.39710 2.40030 -3.23092
H -1.99980 2.57837 3.21731
H -2.47775 -1.51513 3.64022
H -3.99253 -0.74283 -1.29268
H 3.03333 -0.50466 -5.31825
H -5.00731 -0.93353 2.77730
H 4.74726 1.24460 -5.37133
H -1.34662 0.53711 1.97893
H -1.21722 2.33365 -1.65357
H -6.97464 -0.63478 0.09652
H -2.16323 4.57570 -0.60810
H -1.46475 -3.53699 -0.09059
H 1.69662 -0.87548 -3.13994
H -6.50135 0.88170 0.87297
H 1.29896 4.83208 0.92682
H 1.05194 4.18756 3.26625
H 1.88487 3.10288 -0.77843
H 4.08984 -4.73261 1.20199
H 4.49162 -0.41694 0.43581
H -0.52551 -5.51759 0.75645
H -6.17078 0.58630 -0.81974
H -2.26509 -2.89516 2.75381
*
```

[6]
Formula: C32H28BClF2O2P2Pt
Source: the OMol25 dataset
Level of theory: ωB97M-V/def2-TZVPD

Output
Strongest force on any atom, Eh/bohr: 0.0108
Energy above the lowest of the compared OMol25 structures with the same formula, charge and spin, kJ/mol: 0.0
Molecular weight, g/mol: 785.86
HOMO-LUMO gap (alpha / beta), hartree: 0.3179 / 0.1768

Structure (ORCA input):
```
! wB97M-V def2-TZVPD RIJCOSX def2/J DEFGRID3
* xyz 2 5
Pt -1.00040 -0.19076 1.83151
Cl -3.88498 0.47875 2.25814
P -1.16905 0.02125 -1.42049
P 1.61808 -0.43906 -0.17303
F -0.25470 -3.13581 2.03003
F -2.08868 -2.61530 3.28262
O -1.91693 -0.19680 -0.08882
O 0.87720 0.29303 0.96505
C 2.43578 -1.91618 0.38263
C -2.17571 -0.67326 -2.71299
C -1.18811 4.04769 -1.15867
C -1.44628 2.70597 -0.93052
C 3.59813 2.94972 -1.13139
C -3.39890 -1.25859 -2.39856
C -2.51678 -1.16879 -5.04080
C -1.24398 1.61342 3.15800
C 4.61019 2.47546 -1.95557
C 0.13328 2.11629 -2.66323
C -2.16959 -0.07490 6.35201
C -4.17750 -1.79795 -3.41049
C 3.09929 -4.21563 0.15170
C 2.79030 0.70875 -0.85679
C -3.50791 -0.46997 6.08486
C 2.67817 2.06983 -0.58423
C 4.72089 1.11647 -2.22763
C 3.81383 -4.11917 1.33682
C -4.08039 -0.25119 4.84148
C 3.84983 -2.92323 2.04440
C 2.40696 -3.11469 -0.32894
C -3.32929 0.37989 3.88016
C 3.16939 -1.81712 1.56738
C -0.78287 1.73826 -1.68065
C -0.28260 4.42217 -2.14240
C 3.81712 0.22792 -1.67134
C -1.42319 0.56036 5.40550
C -3.73741 -1.75446 -4.72490
C 0.37760 3.45959 -2.89485
C -1.73512 -0.62527 -4.03783
C 0.38159 -0.92891 -1.41978
C -1.98337 0.87356 4.13213
B -1.12026 -2.25243 2.47051
H -4.34806 -2.17838 -5.51057
H 3.08214 -5.14636 -0.39815
H 0.82015 -0.89344 -2.42202
H -5.12956 -2.25153 -3.17289
H 5.32452 3.16679 -2.38227
H -1.77395 2.28125 2.48806
H -2.17377 2.41243 -0.18316
H 1.08533 3.75416 -3.65727
H -3.73707 -1.29475 -1.37205
H -1.75413 -0.27074 7.33119
H 3.92746 -0.83561 -1.85296
H 3.52896 4.00635 -0.91061
H 3.21077 -0.88201 2.11315
H -2.18048 -1.13290 -6.06750
H -4.07632 -0.96942 6.85725
H 4.41426 -2.85344 2.96391
H -0.25544 1.93795 3.46085
H 1.88291 2.43373 0.05280
H -0.41788 0.89585 5.62142
H -0.09319 5.47093 -2.32784
H -0.79248 -0.15889 -4.29932
H 0.07100 -1.96304 -1.24239
H 1.85702 -3.20398 -1.25702
H 0.67291 1.37839 -3.24515
H -5.07896 -0.59762 4.61773
H -1.70319 4.80330 -0.58171
H 4.35187 -4.97934 1.71166
H 5.52151 0.75147 -2.85617
*
```